[1]
ORCA calculation (wB97M-V/def2-TZVPD) on a structure of composition C13H15CeN5S2SbSe4.

Output
**2S+1**: 2
**Net charge**: 0
**HOMO-LUMO gap (spin up / spin down)**: 5.90 / 5.91 eV
**Relative energy (zero: lowest compared OMol25 entry of this formula, charge and spin)**: 59.5 kJ/mol
**HOMO level (spin up / spin down)**: -7.16 / -7.16 eV

Positions of all 41 atoms, in Å:
Ce1 -1.16083 -0.17809 0.43385
C1 0.19543 -4.05881 -1.53812
C2 -0.26902 -2.64456 -1.51952
N1 -1.42833 -2.36257 -1.04927
N2 -2.26971 -3.27214 -0.59088
C3 -3.42635 -2.84580 -0.03935
N3 -4.25119 -3.80197 0.42791
S1 -3.95668 -1.26200 0.10067
C4 0.59273 -1.54555 -2.00917
C5 1.92506 -1.79435 -2.28335
C6 2.80240 -0.71761 -2.49982
C7 2.19470 0.50270 -2.70829
C8 0.86193 0.65153 -2.43642
N4 0.04503 -0.26129 -1.95210
H1 1.00289 -4.21062 -2.25732
H2 -0.67275 -4.73546 -1.83137
H3 0.56193 -4.26072 -0.53449
H4 -1.89437 -4.14554 -0.40080
H5 -3.90672 -4.69502 0.58826
H6 -4.94303 -3.50020 1.00522
H7 2.27192 -2.82143 -2.34262
H8 3.95315 -0.83104 -2.60932
H9 2.89834 1.32987 -2.89840
H10 0.34596 1.66951 -2.47577
Se1 1.69285 -0.45302 5.20215
Sb1 0.60783 -0.74516 3.12137
Se2 -0.55674 -2.75900 2.20556
Se3 1.78699 0.24671 1.01695
Se4 -1.55718 0.63828 3.16274
S2 -1.29531 2.71167 -0.46021
C9 -0.35658 3.73007 0.58966
N5 -0.13767 3.39139 1.88792
C10 0.68846 4.08194 2.64823
C11 1.30690 5.21025 2.26154
C12 1.27858 5.55958 0.94844
C13 0.51639 4.75264 0.14297
H11 -0.60429 2.47454 2.36576
H12 0.84155 3.73727 3.68568
H13 1.91017 5.74698 3.04414
H14 1.86129 6.36442 0.51972
H15 0.54427 5.10258 -0.92218

Forces on the atoms, in the same order (eV/Å):
0.3 0.4 0.0
-0.6 -0.5 -0.8
-0.7 -0.8 -0.2
1.2 2.4 -0.8
-0.9 0.9 -0.3
-1.0 0.1 0.6
2.1 0.4 -2.1
0.3 0.2 -0.3
-0.6 1.1 1.0
0.4 -0.1 -0.2
0.9 -0.6 -0.8
2.5 0.1 0.3
-2.3 3.2 0.5
1.4 -2.6 -0.9
-0.3 -0.2 0.2
1.2 0.7 0.4
0.0 -0.4 0.2
0.4 -2.1 0.6
0.6 -1.9 0.2
-2.3 1.0 1.8
0.1 0.3 0.3
-2.3 0.0 0.3
-1.0 -0.1 -0.1
1.1 -1.3 0.0
0.2 -0.2 0.1
0.1 0.4 -0.5
0.3 0.2 -0.2
-0.9 -0.5 0.7
0.2 0.3 0.0
-0.1 0.4 0.3
1.5 -1.0 -0.2
-1.3 -1.7 0.2
-0.2 -0.5 2.6
2.1 1.5 2.3
-0.3 -0.5 -0.7
-0.9 1.4 -2.5
0.6 1.4 -1.1
-0.4 -0.1 -0.7
-0.6 -0.6 -1.1
-0.1 0.0 0.1
-0.5 -1.0 0.9

***

[2]
ORCA calculation (wB97M-V/def2-TZVPD) on a cluster of 2 separate species, C9H19ClN5 in total.

Output
**Net charge**: +1
**HOMO-LUMO gap (spin up / spin down)**: 4.25 / 4.25 eV
**Relative energy (zero: lowest compared OMol25 entry of this formula, charge and spin)**: 146.9 kJ/mol
**HOMO level (spin up / spin down)**: -10.70 / -10.70 eV

Positions of all 34 atoms, in Å:
C1 -2.25682 -1.41804 -0.55014
C2 -2.84914 0.88164 -0.35979
C3 -3.29115 -0.41388 -0.97097
C4 -1.76060 -4.02738 1.69605
C5 2.35166 3.11407 0.97783
C6 4.09859 1.87360 -0.51900
C7 1.72534 2.18040 -1.25913
C8 -1.85006 -3.70873 0.22275
C9 2.67151 2.01396 -0.04756
N1 -0.93473 -0.94356 -0.72560
N2 -1.58051 1.19802 -0.22532
N3 -2.68563 -2.60891 -0.10973
N4 2.40344 0.82132 0.67646
N5 -0.78214 0.27558 -0.62304
Cl1 -4.09125 1.99099 0.03345
H1 -3.40902 -0.40043 -2.04383
H2 -4.28510 -0.63281 -0.60118
H3 -1.37726 -3.14682 2.20462
H4 -2.82228 -4.14426 1.92903
H5 -1.21330 -5.00096 1.91850
H6 1.32614 3.00619 1.11978
H7 2.83380 2.76139 1.83423
H8 2.65233 4.16445 0.74667
H9 4.39757 2.89885 -0.75498
H10 4.14956 1.10022 -1.20321
H11 4.87103 1.53221 0.29356
H12 0.89646 2.83756 -1.04045
H13 2.21314 2.60062 -2.25337
H14 1.26311 1.25752 -1.54697
H15 -0.81614 -3.67066 -0.20097
H16 -2.24765 -4.61537 -0.30908
H17 -3.62810 -2.66367 0.05751
H18 1.72265 0.97708 1.46345
H19 2.30455 -0.09021 0.17044

Forces on the atoms, in the same order (eV/Å):
-1.6 -0.8 0.6
0.2 1.4 -0.6
0.2 -0.4 1.3
-0.8 -0.5 0.0
1.8 0.5 -1.7
1.7 1.9 3.4
1.1 1.2 -2.3
2.3 -3.3 -1.2
-0.3 0.2 -0.7
-1.7 -2.9 0.6
-4.3 0.7 1.7
4.5 3.6 -1.6
-1.7 -2.3 2.0
4.2 0.0 -1.9
0.8 -0.4 -0.2
0.3 0.3 -0.6
-0.2 -0.3 0.2
0.3 -0.3 0.4
0.2 -0.3 1.0
-0.6 1.5 -0.4
-1.9 0.4 0.4
0.9 0.1 1.8
-0.3 -1.0 0.0
0.5 -0.5 -1.1
0.3 -1.0 -2.1
-1.8 0.7 -0.9
-0.2 0.4 0.2
-0.7 -0.7 2.1
0.1 -0.7 -0.1
-0.9 0.9 0.1
-0.1 0.8 0.4
-2.9 -0.4 0.2
0.8 -0.8 -1.4
-0.1 1.5 0.7

***

[3]
ORCA calculation (wB97M-V/def2-TZVPD) on the molecule C7H6BrClO.

Output
**Net charge**: 0
**HOMO-LUMO gap**: 8.47 eV
**Relative energy (zero: lowest compared OMol25 entry of this formula, charge and spin)**: 333.6 kJ/mol
**HOMO level**: -9.00 eV

Positions of all 16 atoms, in Å:
O1 0.01723 2.96899 1.96282
C1 0.87126 2.60619 1.20492
C2 0.61291 1.45442 0.47282
C3 -0.63958 1.23887 0.02576
C4 -1.27825 0.14053 -0.68409
C5 -0.79251 -1.04772 -1.16334
C6 0.53825 -1.62827 -0.92489
C7 0.52721 -2.64529 -0.01615
Cl1 1.90261 -3.50705 0.54529
Br1 -1.05093 -2.95429 0.94035
H1 1.85725 3.32387 1.01535
H2 1.45242 0.72591 0.29491
H3 -1.46104 2.01055 0.36516
H4 -2.35219 0.24778 -1.00763
H5 -1.62475 -1.61550 -1.41874
H6 1.42011 -1.31901 -1.61256

Forces on the atoms, in the same order (eV/Å):
-0.2 1.3 1.2
1.8 3.8 0.9
0.6 -4.0 -2.7
-2.0 1.4 1.1
0.1 -1.1 -1.9
0.4 3.1 1.7
0.5 -1.2 -0.4
0.8 1.8 -0.9
0.0 0.0 -0.3
-0.1 -0.6 0.4
-1.9 -1.9 0.4
-0.9 0.8 -0.1
2.0 -1.2 -0.8
1.1 0.4 0.9
-0.8 -1.7 -1.2
-1.4 -0.7 1.7

***

[4]
ORCA calculation (wB97M-V/def2-TZVPD) on a cluster of 13 separate species, C12H43ClNO14Si in total.

Output
**Net charge**: +1
**HOMO-LUMO gap**: 7.47 eV
**HOMO level**: -13.01 eV

Positions of all 72 atoms, in Å:
C1 3.86708 -1.96036 -0.32616
C2 4.48513 -0.97528 -1.44074
Cl1 4.83128 -1.97714 -2.93802
C3 3.56778 0.29610 -1.80936
C4 2.84438 0.93490 -0.52230
C5 3.67415 1.69973 0.55087
N1 2.98392 2.22735 1.71566
C6 1.54698 2.05803 1.93553
C7 0.62594 1.31630 0.90644
C8 1.27013 0.70286 -0.39877
C9 0.45181 -0.10671 -1.50454
O1 0.02906 0.54651 -2.50125
O2 0.19924 -1.49907 -1.44299
Si1 -1.36537 -1.77181 -0.70231
C10 -1.03989 -2.33704 1.12043
C11 -2.31807 -3.12780 -1.71829
C12 -2.49245 -0.23022 -0.60395
H1 3.87818 -3.02779 -0.76817
H2 4.55364 -1.90927 0.60313
H3 2.78165 -1.74844 -0.04196
H4 5.48425 -0.54710 -1.04327
H5 4.29318 1.11675 -2.19093
H6 2.85336 0.09232 -2.68408
H7 4.80556 1.82582 0.39113
H8 3.58025 2.70663 2.41595
H9 1.06498 2.47458 2.89771
H10 -0.49154 1.20238 1.09258
H11 -0.94829 -3.48228 1.09984
H12 -1.87523 -1.99205 1.83767
H13 -0.01342 -1.87764 1.40351
H14 -2.40269 -2.82143 -2.83024
H15 -3.38009 -3.29570 -1.29827
H16 -1.70279 -4.09527 -1.70275
H17 -1.95665 0.75772 -0.38994
H18 -3.14264 -0.06737 -1.52903
H19 -3.20145 -0.40479 0.29764
O3 -5.31516 0.95431 -2.24025
H20 -4.83292 1.73834 -2.53220
H21 -6.24491 1.19085 -2.36796
O4 1.53471 3.90606 -2.03573
H22 0.84461 3.34030 -2.40820
H23 1.51342 3.70806 -1.09177
O5 4.64265 1.03777 4.19053
H24 4.27090 0.82813 3.32551
H25 5.48308 0.55311 4.20810
O6 -7.91937 2.37009 -2.95462
H26 -8.42059 1.74188 -3.49368
H27 -8.43069 3.18641 -3.01213
O7 -10.79412 2.41846 -3.02507
H28 -11.47627 1.84188 -3.39182
H29 -10.81096 2.22747 -2.07892
O8 7.43972 1.06928 4.54794
H30 8.40511 1.10986 4.53260
H31 7.16442 1.94784 4.25438
O9 -0.78901 -6.54268 -1.01219
H32 -0.61626 -7.37936 -1.46209
H33 -0.06092 -5.97364 -1.29065
O10 -8.36327 -0.47481 -3.06532
H34 -7.47121 -0.79672 -3.25036
H35 -8.31576 -0.16680 -2.15115
O11 -4.75216 2.90297 0.33960
H36 -5.25452 2.27599 -0.19981
H37 -5.26159 3.72084 0.28268
O12 6.29065 -0.71291 6.43948
H38 6.78814 0.06866 6.15406
H39 5.36828 -0.46510 6.30714
O13 4.36285 1.76475 7.37747
H40 4.21749 0.87593 7.72531
H41 4.45593 1.63342 6.42489
O14 1.61999 -2.01697 -3.98982
H42 1.03418 -2.00178 -3.22150
H43 2.35216 -2.58533 -3.71524

Forces on the atoms, in the same order (eV/Å):
0.5 -0.5 -0.3
-0.3 0.3 1.2
0.0 1.0 0.8
0.8 1.2 0.1
-1.3 0.2 1.2
-4.0 -1.4 -1.3
-1.8 -1.9 -2.4
-0.1 -1.4 -2.7
4.0 0.1 -0.9
2.6 1.8 3.9
-1.6 1.4 -4.0
2.1 -2.2 4.5
0.3 3.4 1.2
-2.2 -1.2 0.6
0.7 0.0 -0.3
0.6 0.0 -0.6
-0.4 0.9 0.3
0.1 1.7 1.0
-1.3 -0.3 -1.4
1.5 -0.1 -0.4
-1.5 -1.0 -0.9
-1.2 -1.3 0.5
0.8 0.1 1.6
-2.1 0.0 0.6
-0.8 -0.3 -0.4
1.2 -0.7 -1.7
1.8 0.3 0.0
-0.1 1.7 0.4
1.5 -0.6 -1.1
-1.7 -0.8 0.0
0.0 -0.4 1.8
1.8 0.2 -0.6
-1.2 1.1 0.1
-0.8 -1.2 -0.3
0.9 -0.3 1.2
1.1 0.2 -1.5
0.0 0.1 0.2
-0.1 -0.1 -0.1
0.0 0.3 -0.2
0.0 -0.3 0.2
0.1 0.1 -0.1
-0.1 0.2 -0.1
0.0 0.1 -0.4
0.0 -0.3 0.3
0.1 0.0 0.1
0.2 0.1 0.0
0.0 0.0 0.1
0.1 -0.2 0.0
-0.2 -0.2 0.1
0.1 0.1 0.0
0.0 0.1 -0.1
0.2 0.4 -0.3
-0.1 -0.2 0.0
0.1 0.0 0.2
0.2 0.1 -0.1
-0.1 0.1 0.1
-0.1 -0.1 0.0
0.2 0.1 0.1
-0.1 0.0 0.0
-0.1 -0.1 -0.1
-0.2 0.0 -0.2
0.2 0.0 0.0
0.1 -0.1 0.1
-0.1 0.1 -0.1
-0.1 -0.2 0.1
0.1 -0.1 0.1
-0.1 -0.2 -0.3
0.1 0.2 0.1
-0.1 0.1 0.1
0.1 0.0 0.3
0.0 -0.1 -0.2
-0.1 0.1 -0.2